Record 1
{"formula": "C33H42As2MnNSSi2Te", "method": "ωB97M-V/def2-TZVPD", "e_homo_ev": [-6.4, -6.8], "s2": 6.321, "orbital_gap_ha": [0.2428, 0.2558], "lumo_energy_ev": [0.175, 0.123], "multiplicity": 5, "fmax_ev_per_a": 0.23, "de_lowest_kcal_mol": 13.5, "species": ["Mn", "H", "C", "H", "H", "H", "C", "C", "C", "C", "C", "H", "C", "H", "H", "H", "C", "C", "H", "C", "C", "H", "C", "H", "H", "C", "C", "C", "C", "C", "H", "H", "C", "Si", "H", "C", "H", "H", "Si", "H", "Te", "H", "C", "H", "H", "H", "H", "H", "As", "H", "S", "H", "H", "H", "H", "C", "H", "C", "H", "C", "C", "H", "H", "C", "H", "H", "H", "H", "C", "C", "H", "H", "C", "C", "N", "C", "H", "As", "C", "C", "H", "H", "C"], "positions_angstrom": [[-0.62, -0.04, 0.17], [0.37, 5.22, -1.03], [1.33, -2.86, -1.63], [-5.41, -3.18, -1.97], [0.75, 4.43, 1.11], [-0.21, 0.04, -4.53], [-4.52, -1.92, -0.49], [0.89, 3.35, 1.19], [2.07, -3.85, -2.23], [0.04, -0.37, -3.54], [-0.59, 2.39, -2.66], [-1.78, -2.50, 1.64], [0.46, -3.20, -0.59], [1.38, -1.83, -1.95], [1.02, -6.58, -0.49], [-6.85, -1.38, -2.89], [-5.38, -2.18, -1.54], [-5.28, 0.35, -0.43], [-2.92, 2.90, 0.20], [4.02, -1.03, -0.44], [1.97, -5.18, -1.82], [1.11, -1.53, 4.41], [4.40, 1.32, 1.83], [4.04, 2.05, -0.94], [-3.02, -0.81, -2.62], [-0.22, 4.23, -4.20], [-1.07, -2.99, 1.00], [0.36, -4.54, -0.20], [4.86, 1.75, 3.06], [-0.51, 1.07, 4.00], [3.18, 1.23, -2.26], [1.12, -0.23, -3.40], [2.27, 0.76, 2.77], [-0.99, 0.59, -2.26], [-0.06, 0.87, 4.98], [3.11, 0.82, 1.67], [4.97, -0.53, -0.26], [3.98, -1.35, -1.48], [-0.46, 2.51, 0.14], [-3.89, -2.72, -0.11], [-3.10, -0.18, 1.64], [-0.21, 4.61, -5.21], [0.13, 5.05, -3.14], [1.17, -2.29, 2.80], [-2.01, 4.34, 0.68], [-2.93, 0.51, -3.79], [-3.48, 0.82, -2.13], [-5.23, 1.35, -0.01], [2.51, 0.18, -0.08], [5.86, 2.15, 3.16], [-0.81, -4.68, 1.07], [0.42, 6.08, -3.33], [0.82, 3.10, 2.25], [-0.18, -1.43, -3.56], [-1.54, 0.71, 4.01], [0.60, -1.62, 3.45], [-0.40, -2.03, 3.60], [-2.07, 3.26, 0.78], [-0.85, 2.28, -4.80], [-0.58, 2.91, -3.96], [0.11, 4.56, -1.85], [-2.26, 3.01, 1.82], [2.56, -5.94, -2.32], [1.11, -5.54, -0.80], [2.32, 2.41, -1.28], [-0.51, 2.14, 3.80], [2.08, 1.15, 4.88], [-6.76, 0.88, -1.89], [-4.46, -0.65, 0.08], [-6.18, -1.18, -2.06], [4.36, 2.02, 5.14], [1.90, 3.11, 0.86], [-6.13, 0.09, -1.50], [4.02, 1.68, 4.16], [-0.37, -2.33, 0.13], [3.08, 1.63, -1.25], [2.73, -3.59, -3.05], [0.43, 0.12, 2.59], [-2.77, 0.25, -2.74], [-0.25, 3.23, -1.59], [3.94, -1.91, 0.20], [5.07, 1.38, 0.97], [2.73, 1.19, 4.02]], "mulliken_spin": [4.3382, -0.0006, 0.0338, -0.0001, -0.0048, -0.0045, 0.0012, -0.0429, 0.0005, -0.0287, 0.0005, -0.0157, -0.0173, 0.0130, 0.0002, 0.0003, -0.0023, 0.0017, 0.0062, 0.0134, -0.0002, -0.0017, -0.0138, -0.0013, 0.0049, -0.0007, 0.0284, 0.0017, -0.0002, 0.0045, 0.0002, 0.0033, 0.0571, -0.1513, 0.0007, 0.0282, -0.0010, 0.0003, -0.3183, -0.0027, 0.0261, 0.0000, -0.0001, 0.0013, -0.0056, -0.0042, 0.0033, -0.0005, 0.0186, -0.0005, 0.0031, -0.0001, 0.0065, 0.0061, -0.0012, -0.0149, 0.0020, -0.0125, -0.0010, 0.0076, 0.0038, 0.0028, 0.0000, 0.0000, 0.0011, -0.0011, -0.0002, -0.0001, 0.0105, 0.0031, -0.0002, 0.0086, -0.0010, 0.0005, 0.0113, 0.0025, 0.0001, 0.0144, -0.0222, 0.0060, 0.0015, 0.0011, -0.0064]}

***

Record 2
{"formula": "C33H42LiN2Sb2", "method": "ωB97M-V/def2-TZVPD", "e_homo_ev": -10.7, "charge": 1, "orbital_gap_ha": 0.3202, "lumo_energy_ev": -1.983, "fmax_ev_per_a": 2.27, "de_lowest_kcal_mol": 0.0, "species": ["C", "C", "H", "H", "C", "H", "H", "C", "C", "H", "H", "C", "H", "H", "H", "H", "C", "H", "N", "C", "H", "H", "H", "H", "H", "C", "C", "H", "H", "C", "H", "C", "H", "C", "C", "H", "C", "C", "C", "H", "C", "C", "H", "H", "H", "H", "H", "C", "H", "C", "C", "C", "C", "Sb", "C", "H", "H", "C", "Li", "H", "C", "H", "H", "C", "H", "C", "N", "C", "H", "H", "H", "Sb", "H", "H", "C", "H", "H", "H", "C", "C"], "positions_angstrom": [[0.02, -3.77, -1.39], [2.43, 0.19, -2.81], [-3.74, 1.88, -2.64], [-1.19, -3.57, 2.68], [-1.00, 0.24, 4.90], [3.42, -4.44, 1.14], [3.65, -0.22, -0.40], [-2.96, 2.45, -3.17], [1.52, 0.86, 5.82], [3.76, -2.02, -0.70], [-2.16, -2.36, -1.83], [-0.99, 3.89, -4.58], [2.56, -3.08, -2.28], [-2.30, 4.17, -0.09], [-0.80, -3.84, -0.64], [2.51, 1.11, 6.17], [1.29, 4.18, 1.31], [-1.78, -3.42, -3.16], [2.43, -1.03, -2.00], [-0.69, 3.18, -3.45], [1.49, 0.28, -3.35], [-4.34, 3.28, -4.67], [0.70, -3.26, -3.98], [0.53, -1.50, -3.86], [2.72, -2.23, 1.52], [-0.21, -3.77, 2.32], [2.31, -2.21, -2.89], [-2.60, 4.55, -5.84], [4.54, -0.96, -1.87], [0.79, 3.04, 0.77], [0.56, 1.30, 7.70], [1.36, 0.37, 4.55], [-1.74, 0.90, 6.81], [0.84, -2.41, -3.28], [-2.01, -0.78, 1.73], [-2.01, 0.07, 4.44], [2.40, -4.27, 1.45], [-1.62, 2.41, -2.72], [0.41, 0.99, 6.67], [1.45, 2.16, 0.75], [0.08, 0.09, 4.06], [-2.33, 3.90, -4.98], [-3.80, 0.47, 1.79], [-2.40, -1.26, 2.65], [3.01, -2.21, -3.70], [2.17, 0.23, 3.87], [3.22, 0.22, -3.57], [-1.49, -2.44, -2.68], [-3.36, 1.92, -0.16], [1.97, -2.97, 1.70], [-3.30, 3.21, -4.27], [-1.26, 4.14, 0.27], [0.67, -2.70, 2.11], [-0.97, 1.38, -1.00], [-0.44, 3.03, 0.15], [0.01, -4.64, -2.06], [0.93, -3.68, -0.81], [1.52, -5.32, 1.65], [0.69, -0.92, -1.05], [1.90, -6.33, 1.40], [-2.86, 0.96, -0.09], [1.00, 6.23, 1.72], [-0.48, -5.88, 2.27], [-0.88, 0.75, 6.18], [0.35, 3.12, -3.13], [0.51, 5.33, 1.41], [-0.10, -2.51, -2.16], [0.21, -5.08, 2.09], [2.31, 4.23, 1.70], [2.56, 1.08, -2.20], [-1.41, 6.21, 0.90], [0.09, -0.61, 2.00], [-1.60, -1.61, -3.35], [-3.39, 0.18, -0.67], [-2.79, 0.55, 1.42], [-0.22, 4.37, -5.18], [-2.14, -1.54, 0.95], [-2.36, 1.44, 1.95], [-0.80, 5.30, 0.90], [3.64, -1.04, -1.19]], "lowdin_charge": [-0.0652, -0.1062, 0.0909, 0.0915, -0.1320, 0.1046, 0.1144, -0.1222, -0.0844, 0.0754, 0.0750, -0.0877, 0.1135, 0.1130, 0.0988, 0.1064, -0.0966, 0.1093, -0.3408, -0.1532, 0.0703, 0.1195, 0.1399, 0.1209, 0.0754, -0.1226, -0.1724, 0.1197, 0.1092, -0.1818, 0.1096, -0.1608, 0.1038, -0.2038, -0.4081, 0.1012, -0.1028, -0.3943, -0.0661, 0.0725, -0.3730, -0.0871, 0.0950, 0.0513, 0.1288, 0.0730, 0.1000, -0.0831, 0.0417, -0.1879, -0.0916, -0.1175, -0.3762, 1.3927, -0.4278, 0.1054, 0.0550, -0.0715, 0.3791, 0.1198, -0.3868, 0.1043, 0.1010, -0.0708, 0.0928, -0.0647, -0.3297, -0.0688, 0.1140, 0.0827, 0.1108, 1.4420, 0.0798, 0.0664, -0.3315, 0.1118, 0.0374, 0.1039, -0.0591, -0.0950]}

***

How do the records compare in molar mass? In the order shown, they have 873.3; 717.2 g/mol.